Record 1
Formula: C11H22Cl2GaIO4P2
Source: OMol25
Level of theory: wB97M-V/def2-TZVPD

Structure (XYZ):
```
43
Properties=species:S:1:pos:R:3
C -0.0007 -0.0633 -7.7297
C 0.0057 0.6436 -6.3913
H 0.0032 0.7056 -8.5197
H -0.8995 -0.6859 -7.8358
H 0.8902 -0.6969 -7.8385
O 0.0169 1.8414 -6.2101
I -0.0064 -0.5773 -4.5639
Ga -0.0009 -0.2350 0.0944
P 2.3500 -0.1215 -0.1761
C 3.2407 1.1718 0.7455
C 3.0072 -1.6579 0.5666
H 4.0944 -1.7049 0.4092
H 4.0594 -0.2788 -1.8580
H 2.5265 -2.5290 0.1009
H 2.4798 -0.8876 -2.4724
H 2.9481 1.1349 1.8037
H 2.7897 -1.6814 1.6436
C 2.9736 -0.1076 -1.8782
H 4.3241 0.9938 0.6599
H 2.7621 0.8643 -2.3397
H 2.9947 2.1605 0.3385
P -2.3595 -0.0915 -0.1815
C -3.2018 1.2223 0.7580
C -2.9785 -0.0516 -1.8832
H -2.6174 -2.4901 0.1258
H -4.1753 -1.6134 0.3307
H -2.9494 -1.6083 1.6437
C -3.0979 -1.5998 0.5533
H -2.4978 -0.8388 -2.4787
H -4.0669 -0.2034 -1.8642
H -4.2900 1.0673 0.6890
H -2.9394 2.2064 0.3504
H -2.7480 0.9182 -2.3389
H -2.8874 1.1649 1.8088
C -0.0020 1.6195 1.0047
O 0.0185 2.5492 1.6907
Cl -1.3176 -3.9563 2.8223
C -0.2455 -2.6761 3.4809
Cl 1.4687 -3.1779 3.6644
C -0.2776 -1.5015 2.5085
O -0.6421 -0.3657 2.8530
O 0.0869 -1.8460 1.2939
H -0.6224 -2.3838 4.4620
```

- total energy (Eh) = -4558.35216
- HOMO energy (eV) = -14.771
- HOMO-LUMO gap (eV) = 6.65
- molecular weight (g/mol) = 547.77
- charge = +2



Record 2
Formula: C13H26Cl4N2O5
Source: OMol25
Level of theory: wB97M-V/def2-TZVPD

Structure (XYZ):
```
50
Properties=species:S:1:pos:R:3
C 5.3701 3.3572 0.1780
C 3.9113 3.6306 0.3456
O 3.6790 3.8324 1.7070
C 4.9056 4.0304 2.2997
O 5.0389 4.4398 3.4572
O 5.8339 3.8080 1.3788
H 5.7815 3.8924 -0.6778
H 5.6028 2.2934 0.1303
H 3.3902 2.8427 -0.1983
H 3.8206 4.6077 -0.1287
C -0.7130 2.1086 0.0884
C 0.1494 1.1621 -0.6810
O 1.3840 1.2042 -0.5248
N -0.4534 0.2220 -1.4202
C 0.2970 -0.6388 -2.3501
H -1.6443 1.5759 0.2804
H -1.1767 2.8530 -0.5589
H -0.3806 2.6061 0.9995
H -1.4109 0.3265 -1.7242
H -0.3924 -1.0955 -3.0602
H 0.8381 -1.4453 -1.8553
H 0.9350 -0.1438 -3.0822
C -0.6481 0.2486 4.5939
C -1.7864 -0.7067 4.3636
O -2.8766 -0.5606 4.9703
N -1.6791 -1.6436 3.4045
C -0.6634 -1.7233 2.3809
H -1.1697 1.0427 5.1282
H -0.0817 0.5580 3.7155
H 0.0343 -0.3369 5.2099
H -2.3759 -2.3743 3.3802
H -0.6359 -2.6810 1.8612
H 0.2803 -1.5469 2.8970
H -0.7904 -0.9047 1.6724
Cl 3.0926 -3.7593 -0.8008
C 1.5590 -4.1009 -1.6784
C 1.1427 -5.5348 -1.6410
Cl 1.2134 -6.2398 0.0604
H 1.7238 -3.6140 -2.6396
H 0.7645 -3.6714 -1.0681
H 1.7046 -6.1932 -2.3035
H 0.1999 -5.8188 -2.1085
Cl -3.7027 1.6708 -2.8258
C -5.3750 0.8846 -2.5708
C -5.8345 0.1783 -3.8697
Cl -5.0297 -1.4437 -3.9484
H -6.0142 1.7138 -2.2675
H -5.4154 0.1046 -1.8105
H -5.4874 0.7950 -4.6988
H -6.9154 0.1875 -4.0098
```

- total energy (Eh) = -2837.38623
- HOMO energy (eV) = -9.301
- HOMO-LUMO gap (eV) = 9.42
- molecular weight (g/mol) = 432.17
- energy relative to the best compared isomer or geometry (same formula, charge and spin) (eV) = 2.488



Record 3
Formula: C25H47Cl2NO3P2PrS
Source: OMol25
Level of theory: wB97M-V/def2-TZVPD

Structure (XYZ):
```
82
Properties=species:S:1:pos:R:3
Pr 0.0331 -0.1162 0.2997
Cl 1.8430 1.4666 -1.2130
P -0.3156 2.5464 1.5566
C -0.6816 3.9145 0.3449
C -1.8710 2.3070 2.5544
C 1.0041 3.2867 2.6257
C -0.9813 3.2683 -1.0110
H 0.2781 4.4558 0.2712
C -1.7866 4.9142 0.6930
H -2.7798 4.4543 0.6293
H -1.7520 5.7035 -0.0702
H -1.6692 5.3926 1.6706
H -0.0706 2.8367 -1.4470
H -1.3799 4.0142 -1.7043
H -1.7420 2.4823 -0.9284
H 1.7879 3.4820 1.8691
C 1.5876 2.2951 3.6465
C 0.5920 4.6269 3.2492
H 0.4979 5.4069 2.4823
H 1.3825 4.9395 3.9455
H -0.3525 4.5596 3.8123
H 1.4106 1.2455 3.3687
H 1.1810 2.4626 4.6524
H 2.6757 2.4474 3.6925
C -2.9068 1.5045 1.7548
H -2.2436 3.3239 2.7310
C -1.6232 1.6037 3.8835
H -3.2675 1.9945 0.8437
H -3.7770 1.3272 2.3988
H -2.5275 0.5056 1.4802
H -1.0522 0.6767 3.7244
H -2.5899 1.3144 4.3147
H -1.0940 2.2230 4.6128
Cl 0.3465 -1.1201 2.8358
H 1.9400 0.1790 1.1679
P 2.4734 -1.5589 -0.7794
C 4.2829 -1.1490 -0.7937
C 2.3387 -3.3117 -0.1775
C 2.0011 -1.5120 -2.5851
C 4.6371 -0.3967 0.4928
H 4.3553 -0.4377 -1.6332
C 5.2243 -2.3207 -1.0860
H 5.3372 -2.9919 -0.2263
H 6.2140 -1.8992 -1.3041
H 4.9251 -2.9085 -1.9609
H 4.1888 0.6005 0.4887
H 5.7234 -0.2975 0.5647
H 4.2738 -0.9121 1.3897
H 2.2595 -0.4620 -2.8096
C 0.4803 -1.6413 -2.8061
C 2.7944 -2.4248 -3.5176
H 3.8326 -2.0913 -3.6236
H 2.3278 -2.3652 -4.5106
H 2.7722 -3.4777 -3.1990
H -0.1100 -1.7757 -1.8837
H 0.2576 -2.4999 -3.4539
H 0.0881 -0.7455 -3.3097
C 2.6855 -3.3277 1.3089
H 3.0845 -3.8656 -0.7596
C 0.9530 -3.9036 -0.4116
H 3.7548 -3.2192 1.5108
H 2.3427 -4.2703 1.7490
H 2.1474 -2.5226 1.8317
H 0.1587 -3.3260 0.0863
H 0.9257 -4.9061 0.0286
H 0.6970 -4.0023 -1.4696
O -1.8425 -2.2020 0.2550
C -2.5470 -1.5936 -0.6022
N -2.1258 -0.3567 -1.0155
S -3.0326 0.3293 -2.2241
O -3.7514 1.4706 -1.7162
O -2.2408 0.5011 -3.4110
C -4.0908 -1.0686 -2.2848
C -5.1434 -1.2265 -3.1676
C -5.9512 -2.3535 -3.0589
C -5.6760 -3.3049 -2.0639
C -4.5754 -3.1592 -1.2046
C -3.7731 -2.0076 -1.3145
H -5.2987 -0.4586 -3.9187
H -6.7930 -2.4874 -3.7336
H -6.3305 -4.1665 -1.9690
H -4.3506 -3.9189 -0.4585
```

- total energy (Eh) = -3779.72831
- HOMO energy (alpha / beta) (eV) = -3.311 / -3.284
- HOMO-LUMO gap (alpha / beta) (eV) = 5.40 / 5.37
- molecular weight (g/mol) = 715.48
- multiplicity = 3
- charge = -1
- ⟨S²⟩ = 2.026